Entry 1:
The following is a quantum chemistry calculation of a cluster of 2 separate species, C17H25N7O5 in total, from the OMol25 dataset.

Computed properties:
Frontier orbital gap ... 0.322 hartree
HOMO ... -8.49 eV

Cartesian coordinates (Å):
C  1.69  -5.30  -1.84
C  1.40  -4.03  -1.09
C  0.45  -3.13  -1.52
C  0.18  -1.84  -0.78
O  0.60  -0.77  -1.63
C  -0.52  0.06  -1.95
N  -0.38  0.54  -3.32
C  -0.39  -0.21  -4.49
N  -0.26  0.54  -5.56
C  -0.13  1.84  -5.05
C  0.05  3.08  -5.62
N  0.14  3.22  -6.96
N  0.10  4.21  -4.95
C  0.00  4.11  -3.62
N  -0.16  2.96  -2.96
C  -0.22  1.85  -3.69
C  -1.76  -0.80  -1.71
O  -2.93  -0.05  -1.36
C  -1.32  -1.65  -0.53
O  -1.55  -0.93  0.70
H  1.05  -5.39  -2.73
H  2.73  -5.32  -2.16
H  1.50  -6.17  -1.20
H  1.97  -3.82  -0.19
H  -0.10  -3.33  -2.43
H  0.74  -1.82  0.16
H  -0.55  0.92  -1.27
H  -0.49  -1.29  -4.52
H  -0.22  2.41  -7.45
H  -0.12  4.14  -7.27
H  0.05  5.02  -3.04
H  -1.96  -1.43  -2.58
H  -2.86  0.18  -0.42
H  -1.85  -2.61  -0.51
H  -1.18  -1.43  1.45
C  0.85  3.09  6.47
N  0.45  2.16  5.40
C  -0.75  1.58  5.33
O  -1.63  1.79  6.16
C  -1.05  0.64  4.15
N  0.09  0.37  3.26
C  1.06  -0.52  3.45
C  1.14  -1.29  4.76
O  1.86  -0.75  2.57
H  0.62  2.65  7.44
H  0.28  4.02  6.37
H  1.91  3.30  6.41
H  1.11  1.97  4.66
H  -1.43  -0.29  4.56
H  -1.84  1.10  3.56
H  0.10  0.83  2.36
H  0.24  -1.89  4.90
H  2.01  -1.94  4.72
H  1.26  -0.59  5.59

Just the natural (NBO) charges please, in e? Sure, here they are: C -0.65; C -0.14; C -0.23; C 0.03; O -0.51; C 0.23; N -0.38; C 0.22; N -0.44; C -0.06; C 0.42; N -0.77; N -0.52; C 0.28; N -0.52; C 0.36; C 0.06; O -0.70; C 0.05; O -0.75; H 0.21; H 0.22; H 0.22; H 0.20; H 0.19; H 0.21; H 0.21; H 0.21; H 0.39; H 0.40; H 0.18; H 0.19; H 0.49; H 0.19; H 0.49; C -0.41; N -0.61; C 0.65; O -0.63; C -0.31; N -0.63; C 0.66; C -0.72; O -0.63; H 0.22; H 0.21; H 0.21; H 0.40; H 0.23; H 0.24; H 0.42; H 0.23; H 0.25; H 0.23

Entry 2:
The following is a quantum chemistry calculation of a cluster of 2 separate species, C4H5NO in total, from the OMol25 dataset.

Computed properties:
Relative energy (zero: lowest compared OMol25 entry of this formula, charge and spin) ... 4.924 eV
Frontier orbital gap ... 0.393 hartree
HOMO ... -9.75 eV

Cartesian coordinates (Å):
C  -0.24  -2.43  -0.80
N  -0.56  -1.46  -1.36
O  -0.89  -0.46  -1.94
H  0.09  -3.23  -0.19
C  0.61  -0.36  1.45
C  0.33  0.65  0.84
C  0.01  1.89  0.13
H  0.85  -1.24  2.00
H  -1.07  2.06  0.13
H  0.50  2.73  0.63
H  0.35  1.84  -0.90

Just the natural (NBO) charges please, in e? Sure, here they are: C -0.05; N 0.22; O -0.42; H 0.25; C -0.31; C 0.04; C -0.70; H 0.23; H 0.24; H 0.23; H 0.25

Entry 3:
The following is a quantum chemistry calculation of a cluster of 4 separate species, C15H35IN2O4 in total, from the OMol25 dataset.

Computed properties:
Relative energy (zero: lowest compared OMol25 entry of this formula, charge and spin) ... 0.000 eV
Frontier orbital gap ... 0.351 hartree
HOMO ... -9.10 eV

Cartesian coordinates (Å):
N  -1.85  -1.63  -4.21
C  -2.61  -2.62  -3.43
C  -2.52  -2.37  -1.92
C  -2.49  -0.90  -1.53
C  -2.19  -0.69  -0.04
C  -1.76  0.76  0.23
C  -0.23  1.04  0.25
N  0.63  -0.13  0.10
C  0.84  -0.43  -1.23
O  1.10  -1.53  -1.66
C  0.74  0.90  -1.97
C  0.26  1.91  -0.92
C  1.38  2.89  -0.53
C  1.96  3.70  -1.70
C  0.92  4.34  -2.62
I  1.51  4.23  -4.69
H  -1.51  -2.03  -5.07
H  -2.42  -0.83  -4.42
H  -3.67  -2.62  -3.71
H  -2.22  -3.61  -3.66
H  -1.63  -2.86  -1.51
H  -3.38  -2.83  -1.44
H  -3.43  -0.41  -1.77
H  -1.69  -0.43  -2.11
H  -1.44  -1.40  0.29
H  -3.11  -0.91  0.51
H  -2.25  1.37  -0.53
H  -2.14  1.12  1.18
H  -0.02  1.44  1.24
H  0.49  -0.92  0.71
H  1.75  1.09  -2.34
H  0.11  0.80  -2.85
H  -0.59  2.52  -1.21
H  1.06  3.55  0.28
H  2.20  2.30  -0.12
H  2.64  3.07  -2.27
H  2.56  4.51  -1.27
H  0.80  5.40  -2.43
H  -0.05  3.87  -2.59
C  3.23  -2.83  0.90
O  3.01  -1.94  2.00
H  4.14  -3.39  1.10
H  2.40  -3.52  0.79
H  3.35  -2.26  -0.02
H  2.22  -1.43  1.80
C  -2.04  -0.70  3.66
O  -1.13  0.37  3.44
H  -2.94  -0.48  3.09
H  -1.63  -1.65  3.30
H  -2.30  -0.79  4.71
H  -0.33  0.18  3.94
C  2.45  -0.37  5.69
O  1.67  -1.15  4.79
H  1.90  -0.29  6.62
H  3.41  -0.85  5.90
H  2.63  0.63  5.29
H  2.16  -1.23  3.97

Just the natural (NBO) charges please, in e? Sure, here they are: N -0.85; C -0.21; C -0.41; C -0.39; C -0.39; C -0.43; C -0.03; N -0.65; C 0.70; O -0.60; C -0.54; C -0.22; C -0.39; C -0.44; C -0.49; I 0.05; H 0.37; H 0.35; H 0.16; H 0.19; H 0.21; H 0.19; H 0.19; H 0.20; H 0.19; H 0.20; H 0.20; H 0.23; H 0.22; H 0.38; H 0.24; H 0.25; H 0.21; H 0.21; H 0.21; H 0.21; H 0.22; H 0.22; H 0.21; C -0.25; O -0.74; H 0.18; H 0.17; H 0.18; H 0.46; C -0.25; O -0.75; H 0.18; H 0.16; H 0.17; H 0.48; C -0.25; O -0.74; H 0.18; H 0.17; H 0.16; H 0.48

Entry 4:
The following is a quantum chemistry calculation of a structure of composition C15H8F4NO7S4, from the OMol25 dataset.

Computed properties:
Relative energy (zero: lowest compared OMol25 entry of this formula, charge and spin) ... 4.441 eV
Total charge ... -1
Frontier orbital gap ... 0.149 hartree
HOMO ... -5.03 eV

Cartesian coordinates (Å):
F  2.90  1.17  -2.85
C  2.92  0.49  -1.70
F  3.52  -0.75  -1.83
F  3.51  1.16  -0.72
S  0.93  0.28  -0.87
N  5.01  0.21  2.18
C  4.86  -1.13  1.79
O  5.70  -1.72  1.10
C  3.40  -1.55  1.90
C  2.77  -0.53  2.57
C  1.44  -0.18  2.34
C  0.82  -0.96  1.38
C  1.39  -2.11  0.81
C  2.70  -2.41  1.04
S  3.87  0.77  3.12
O  4.10  0.43  4.53
O  3.54  2.19  2.76
H  1.14  0.79  2.79
H  -0.14  -0.57  1.08
H  0.91  -2.62  -0.02
H  3.27  -3.25  0.64
F  -1.55  0.72  0.62
C  -0.82  0.37  -0.54
S  -1.35  1.79  -1.54
O  -1.12  3.00  -0.76
O  -0.92  1.66  -2.91
C  -3.08  1.22  -1.51
C  -3.31  -0.13  -1.39
C  -4.54  -0.68  -1.15
C  -5.62  0.16  -1.25
C  -5.42  1.52  -1.52
C  -4.15  2.09  -1.63
S  -1.83  -1.11  -1.00
O  -1.47  -1.75  -2.22
O  -1.97  -1.85  0.27
H  -4.60  -1.76  -0.90
H  -6.62  -0.28  -1.19
H  -6.25  2.17  -1.65
H  -3.93  3.14  -1.77

Just the natural (NBO) charges please, in e? Sure, here they are: F -0.29; C 1.09; F -0.28; F -0.25; S -0.05; N -0.95; C 0.63; O -0.65; C -0.14; C -0.25; C -0.22; C -0.19; C -0.17; C -0.21; S 2.25; O -0.97; O -0.94; H 0.24; H 0.19; H 0.21; H 0.23; F -0.35; C -0.30; S 2.14; O -0.87; O -0.90; C -0.31; C -0.20; C -0.21; C -0.20; C -0.19; C -0.18; S 2.10; O -0.88; O -0.88; H 0.25; H 0.22; H 0.22; H 0.24

Entry 5:
The following is a quantum chemistry calculation of a structure of composition C2H8ClN4O2Zr, from the OMol25 dataset.

Computed properties:
Relative energy (zero: lowest compared OMol25 entry of this formula, charge and spin) ... 0.000 eV
Total charge ... +3
Frontier orbital gap ... 0.089 hartree
HOMO ... -19.25 eV

Cartesian coordinates (Å):
Zr  -2.54  -2.05  0.68
Cl  -0.13  -0.87  0.22
C  3.99  -1.51  0.75
O  5.05  -1.90  1.10
N  3.22  -2.22  0.09
N  3.46  -0.39  1.12
H  2.30  -1.86  -0.14
H  3.45  -3.04  -0.46
H  2.58  -0.02  0.79
H  4.22  0.13  1.54
C  -3.17  1.17  -0.65
O  -2.91  0.04  -0.26
N  -2.86  1.72  -1.74
N  -3.67  2.07  0.18
H  -2.43  1.12  -2.43
H  -2.69  2.71  -1.77
H  -3.99  2.96  -0.18
H  -3.88  1.92  1.15

Just the natural (NBO) charges please, in e? Sure, here they are: Zr 2.28; Cl -0.47; C 0.68; O -0.27; N -0.58; N -0.63; H 0.40; H 0.46; H 0.43; H 0.46; C 0.79; O -0.82; N -0.72; N -0.75; H 0.43; H 0.45; H 0.43; H 0.42

| no. | maximum force (Eh/bohr) | E_LUMO (eV) | DFT total energy (hartree) |
| --- | --- | --- | --- |
| 1 | 0.059 | 0.266 | -1422.327030 |
| 2 | 0.016 | 0.934 | -285.233635 |
| 3 | 0.015 | 0.451 | -1300.668314 |
| 4 | 0.076 | -0.960 | -3149.832924 |
| 5 | 0.176 | -16.837 | -956.373201 |